Entry from the OMol25 dataset: a single C5H6O2 molecule (the ωB97M-V functional and the def2-TZVPD basis).

The geometry in XYZ format:
```
13
Properties=species:S:1:pos:R:3:forces:R:3
O -0.444827 -1.315604 1.419450 -0.275 0.097 -0.065
C 0.701715 -0.624060 0.959267 0.339 0.178 -0.076
C 0.949251 -0.834073 -0.518274 -0.105 0.034 -0.156
C 0.446907 -0.199964 -1.572951 0.217 -0.206 0.102
O -0.433637 0.871479 -1.637924 -0.106 0.122 0.174
C -0.972521 1.381741 -0.563029 -0.209 0.203 0.400
C -1.528109 1.917305 0.359905 0.234 -0.229 -0.414
H -1.212185 -0.871996 1.032801 0.055 -0.087 0.112
H 0.647389 0.442115 1.201723 -0.003 -0.161 -0.028
H 1.543796 -1.043745 1.515622 -0.099 0.053 -0.093
H 1.594347 -1.666989 -0.787449 -0.092 0.099 0.011
H 0.689592 -0.478663 -2.591382 -0.014 0.017 0.153
H -1.981720 2.422454 1.182240 0.057 -0.120 -0.121
```
Positions in Å, forces in eV/Å.

Calculated values
2S+1: 1
HOMO level: -9.4 eV
E_LUMO: 0.81 eV
Total energy: -9373.4076 eV
Charge: 0

=====

Entry from the OMol25 dataset: a single C9H21BN4O4 molecule in a non-equilibrium geometry (the ωB97M-V functional and the def2-TZVPD basis).

The geometry in XYZ format:
```
39
Properties=species:S:1:pos:R:3:forces:R:3
O -1.504669 -0.869532 -2.961441 -1.445 -0.068 -0.070
N -0.000106 -1.408834 4.138849 -2.197 -0.071 -2.387
O 3.441652 3.276023 -1.802485 0.768 0.228 -0.141
O 2.661313 1.449911 -0.393999 0.797 0.233 -0.083
O -3.584723 -1.225589 -2.084828 0.390 0.274 -0.260
B 2.464826 2.632419 -1.090585 -0.576 -0.430 0.369
C -2.249083 -1.010627 -2.013085 1.578 -0.135 -0.778
C 0.649641 -1.651289 3.056838 -0.127 0.065 2.141
N 2.047752 -1.723175 3.138067 0.548 -0.421 -2.466
N 0.025318 -1.898408 1.826701 -0.575 -0.563 0.873
N -2.666473 -1.698088 0.260394 1.234 -0.131 0.832
C 0.980269 3.256865 -1.156781 1.427 0.758 0.229
C 0.593297 -1.561418 0.556077 0.307 0.492 -0.398
C -0.125337 2.546009 -0.410667 0.105 -0.529 0.257
C -0.454569 1.185026 -1.028255 -0.537 0.002 0.404
C -0.371614 -1.813059 -0.628994 1.082 -1.065 0.077
C -1.459419 0.414859 -0.150106 -0.873 0.686 -1.302
C -1.675920 -1.036248 -0.600576 -0.900 -0.320 0.260
H 0.504622 -1.189385 4.952406 1.183 -0.064 0.838
H 4.384111 3.013538 -1.817028 -1.076 -0.076 0.234
H 3.589197 1.144608 -0.368890 -0.711 0.203 -0.043
H -3.852697 -1.208341 -3.014946 0.156 0.076 -0.062
H 2.464671 -2.252284 2.374102 0.027 0.287 0.259
H 2.520728 -1.938848 4.002599 -0.755 0.119 0.133
H -0.994437 -1.843493 1.737793 0.375 0.075 1.191
H -2.871057 -2.626497 -0.075345 0.232 -0.325 -0.084
H -3.525739 -1.217690 0.159535 -0.960 0.666 0.236
H 0.837144 3.266370 -2.231001 -0.538 0.296 -0.420
H 1.068087 4.324460 -0.823886 -0.091 -0.741 -0.403
H 1.500386 -2.154562 0.411887 0.094 0.209 -0.366
H 0.835638 -0.492477 0.585802 0.464 -0.145 -0.389
H -1.050662 3.129902 -0.330909 0.203 0.111 -0.142
H 0.237340 2.404532 0.621344 -0.284 -0.138 -0.165
H -0.849129 1.269662 -2.044061 0.001 0.311 0.099
H 0.444552 0.600522 -1.132162 0.443 -0.104 0.016
H 0.167739 -1.597429 -1.561803 -0.126 0.242 0.397
H -0.566027 -2.901993 -0.718245 -0.163 0.412 0.266
H -2.453293 0.909541 -0.265452 0.532 -0.101 0.383
H -1.163329 0.495021 0.883136 -0.009 -0.316 0.464
```
Positions in Å, forces in eV/Å.

Calculated values
2S+1: 1
HOMO level: -8.2 eV
E_LUMO: 0.20 eV
Total energy: -24503.8449 eV
Charge: 0

=====

Energy relative to the best compared isomer or geometry (same formula, charge and spin)
In order: 85.0; 0.0
Unit: kcal per mole
Orbital gap
In order: 0.375; 0.307
Unit: Ha